1.
The following is a quantum chemistry calculation of a cluster of 2 separate species, C29H55Si in total, from OMol25.

Computed properties:
E = -38837.351 eV
Strongest force on any atom = 0.89 eV/A
Total charge = +1
Gap between HOMO and LUMO = 6.1 eV
HOMO = -11.70 eV
Lowest unoccupied orbital energy = -5.565 eV

Geometry (Å):
C1 6.36507 0.74166 -3.37237
C2 5.36194 1.52475 -2.54104
C3 4.11466 0.70231 -2.21685
C4 3.09129 1.45666 -1.36906
C5 1.86122 0.60960 -1.04210
C6 0.84400 1.34562 -0.19480
Si1 -0.68111 0.31550 0.18494
C7 -1.89850 1.33548 1.18944
C8 -2.33499 2.58495 0.44907
C9 -3.35666 3.41509 1.22445
C10 -3.79880 4.66696 0.46761
C11 -4.80243 5.51748 1.24642
C12 -5.22551 6.76040 0.48044
C13 -1.45582 -0.29478 -1.41989
C14 -2.75278 -1.09922 -1.25831
C15 -3.97697 -0.40224 -1.86215
C16 -3.87288 -0.22349 -3.37847
C17 -5.07952 0.48429 -3.99515
C18 -4.93615 0.67697 -5.49755
H1 -0.26725 -0.84885 0.97183
H2 7.25798 1.32820 -3.60327
H3 6.68948 -0.16002 -2.84850
H4 5.92568 0.42298 -4.32002
H5 5.82636 1.86577 -1.60565
H6 5.06704 2.44420 -3.06507
H7 3.64286 0.36812 -3.15006
H8 4.40892 -0.21936 -1.69840
H9 3.55993 1.79755 -0.43695
H10 2.77975 2.37158 -1.88980
H11 1.38989 0.27470 -1.97564
H12 2.16775 -0.31196 -0.52951
H13 1.27591 1.66420 0.75581
H14 0.50109 2.24887 -0.70288
H15 -2.75402 0.70013 1.42606
H16 -1.41834 1.58972 2.13670
H17 -1.45787 3.20409 0.21827
H18 -2.74988 2.30836 -0.52885
H19 -4.23147 2.79477 1.45765
H20 -2.93387 3.70027 2.19634
H21 -2.91949 5.27463 0.21758
H22 -4.23211 4.37865 -0.49894
H23 -5.68081 4.90670 1.49584
H24 -4.36613 5.79840 2.21477
H25 -5.94159 7.36678 1.04140
H26 -4.36514 7.39352 0.25291
H27 -5.69194 6.49585 -0.47104
H28 -1.62088 0.61258 -2.00426
H29 -0.68315 -0.86393 -1.94305
H30 -2.64215 -2.09328 -1.71290
H31 -2.91743 -1.29658 -0.19023
H32 -4.88942 -0.96560 -1.62423
H33 -4.11073 0.57678 -1.38606
H34 -2.96430 0.33857 -3.62546
H35 -3.73694 -1.20292 -3.85379
H36 -5.99042 -0.08710 -3.77113
H37 -5.22185 1.45541 -3.50191
H38 -5.80774 1.17221 -5.93437
H39 -4.05979 1.28444 -5.73640
H40 -4.81276 -0.28108 -6.00792
C19 -0.29551 -2.90891 3.67477
C20 0.63172 -3.97130 3.23845
C21 2.00054 -3.89877 3.03508
C22 2.65863 -5.04036 2.44899
C23 1.88889 -6.23502 1.99452
C24 4.01936 -5.02752 2.26600
C25 4.80200 -3.93801 2.62726
C26 6.27596 -3.98196 2.43664
C27 4.17926 -2.81890 3.16880
C28 2.81915 -2.75696 3.37537
C29 2.27078 -1.51122 3.98391
H41 -1.33677 -3.23129 3.58784
H42 -0.13493 -2.63204 4.71763
H43 -0.19286 -2.01916 3.05354
H44 0.16950 -4.92399 3.03919
H45 2.54269 -6.97037 1.52148
H46 1.39418 -6.72925 2.83195
H47 1.13212 -5.95267 1.26061
H48 4.50016 -5.88317 1.82671
H49 6.75049 -3.06123 2.78270
H50 6.71137 -4.81346 2.99533
H51 6.52570 -4.11397 1.38172
H52 4.78986 -1.97745 3.44465
H53 3.06538 -0.80106 4.22239
H54 1.58922 -1.00078 3.30259
H55 1.75187 -1.72650 4.91836

Atomic partial charges in e from the Löwdin method, atoms 1 to 8: -0.12, -0.28, -0.24, -0.23, -0.30, -0.30, 0.64, -0.29

---

2.
The following is a quantum chemistry calculation of a cluster of 3 separate species, C29H56Cl2NO11PS2Si in total in a non-equilibrium geometry, from OMol25.

Computed properties:
E = -118872.485 eV
Strongest force on any atom = 3.45 eV/A
Total charge = 0
SMILES = C/C(Cl)=C(\Cl)CO[C@@](CCO[Si](C)(C)C)(c1cccnc1)[C@H](OCS)P(O)(O)=S.COCCOCCOC.COCCOCCOC
ΔE to the lowest compared entry with this formula, charge and spin = 1.482 eV
Gap between HOMO and LUMO = 9.0 eV
HOMO = -8.87 eV
Lowest unoccupied orbital energy = 0.085 eV

Geometry (Å):
C1 5.01129 -2.55419 1.69668
C2 3.77812 -2.29288 0.80368
Cl1 2.98358 -0.71979 1.09629
C3 3.30661 -3.16029 -0.09219
Cl2 4.12407 -4.72685 -0.27733
C4 2.04165 -2.87055 -0.95594
O1 2.17880 -1.62788 -1.62041
C5 1.27298 -1.38697 -2.70470
C6 -0.06984 -2.15557 -2.68605
C7 -1.01119 -1.78488 -1.47042
O2 -2.35787 -1.88280 -1.94756
Si1 -3.52990 -1.86535 -0.72094
C8 -5.11370 -2.59868 -1.50845
C9 -4.00455 -0.14712 -0.08598
C10 -3.14702 -2.95309 0.77970
C11 1.01881 0.16617 -2.67044
C12 2.02890 0.96991 -2.05603
C13 1.73024 2.36465 -2.12026
C14 0.55163 2.79860 -2.74800
N1 -0.44039 2.08709 -3.31513
C15 -0.11196 0.78359 -3.23659
C16 2.13703 -1.58662 -4.05550
O3 1.57265 -0.88183 -5.14433
C17 0.67769 -1.63969 -5.96073
S1 -0.59176 -0.43217 -6.58902
P1 2.66337 -3.33774 -4.43444
O4 3.79676 -3.85137 -3.34550
O5 1.44955 -4.45794 -4.43565
S2 3.53125 -3.47147 -6.17752
H1 5.84740 -1.98446 1.22607
H2 5.23237 -3.62743 1.81669
H3 4.88289 -2.11244 2.71048
H4 1.20311 -2.84403 -0.21552
H5 1.90887 -3.75428 -1.61238
H6 -0.68009 -1.90234 -3.58336
H7 -0.00322 -3.25962 -2.68647
H8 -0.87037 -2.61084 -0.72992
H9 -0.75376 -0.81116 -1.00440
H10 -6.01200 -2.34471 -0.90800
H11 -5.21053 -2.31620 -2.57718
H12 -4.96717 -3.70673 -1.46284
H13 -4.04226 0.63757 -0.86978
H14 -3.37822 0.19777 0.77264
H15 -5.03897 -0.21489 0.33548
H16 -4.01933 -2.97282 1.46663
H17 -2.93898 -3.99260 0.43884
H18 -2.24230 -2.60900 1.33345
H19 2.95770 0.60464 -1.60128
H20 2.43879 3.09882 -1.70630
H21 0.40220 3.89886 -2.78993
H22 -0.84712 0.10220 -3.70912
H23 3.08897 -1.05182 -3.81687
H24 0.18078 -2.49470 -5.46684
H25 1.20248 -1.98877 -6.87452
H26 -1.80931 -0.98478 -6.32704
H27 4.39263 -4.46062 -3.81942
H28 1.28309 -4.79718 -3.53639
C18 10.03371 2.89335 3.05946
O6 8.86588 2.58378 3.79520
C19 7.69418 2.46844 3.00422
C20 6.91770 1.19178 3.29557
O7 7.56599 -0.03046 2.96208
C21 8.72914 -0.39416 3.69947
C22 8.52595 -0.67557 5.18142
O8 8.18513 0.50015 5.90342
C23 7.08569 0.34560 6.78002
H29 10.14646 3.97720 2.96771
H30 10.89010 2.49700 3.60826
H31 10.02939 2.43012 2.06767
H32 7.92444 2.51692 1.93485
H33 7.05237 3.32337 3.25065
H34 6.01649 1.21679 2.67479
H35 6.55975 1.16934 4.32474
H36 9.52784 0.32855 3.53668
H37 9.07677 -1.32524 3.24231
H38 9.47457 -1.03763 5.59506
H39 7.77268 -1.45833 5.30769
H40 6.34351 -0.35912 6.39724
H41 6.60319 1.31868 6.88470
H42 7.43630 0.02038 7.76530
C24 -11.83066 2.74576 0.72083
O9 -10.63723 3.19734 0.11118
C25 -10.20813 4.47645 0.55015
C26 -8.73954 4.49237 0.95070
O10 -8.38774 3.70784 2.08354
C27 -8.49067 2.29201 1.98474
C28 -7.55616 1.61804 0.99040
O11 -7.88748 1.94200 -0.35304
C29 -6.78095 2.32493 -1.14786
H43 -12.69923 3.08825 0.15126
H44 -11.81672 1.65416 0.71633
H45 -11.91001 3.07428 1.76201
H46 -10.81590 4.83984 1.38524
H47 -10.34144 5.16828 -0.29079
H48 -8.49600 5.52229 1.22823
H49 -8.09332 4.25918 0.10448
H50 -9.52608 1.99227 1.82499
H51 -8.22436 1.91667 2.97715
H52 -7.67201 0.53183 1.09251
H53 -6.51998 1.87873 1.22393
H54 -6.01736 2.85642 -0.57485
H55 -7.14568 2.99729 -1.92604
H56 -6.34495 1.44007 -1.62352

Atomic partial charges in e from the Löwdin method, atoms 1 to 8: -0.12, -0.67, 0.68, -0.60, 0.68, -0.22, -0.14, -0.35